No. 1
44
Properties=species:S:1:pos:R:3:forces:R:3 method="wB97M-V/def2-TZVPD" charge=+2 de_lowest_kj_mol=844.0 multiplicity=5 lumo_ev="-9.1363 / -9.3818" gap_ev="4.443 / 5.169"
I -0.109798 2.453777 2.598110 0.0107 0.9882 -0.3503
I -0.168257 -2.392686 2.334106 -4.6410 -12.5952 -10.7489
Ir 0.090037 0.282955 -1.881844 0.4744 0.9656 6.7821
P -2.214658 0.041471 -0.476966 -0.5376 -0.9590 -0.1128
C -3.095180 0.169952 1.193150 0.9094 0.9871 0.5827
C -2.795643 1.393620 -1.512510 0.8257 0.7477 -0.2362
H -3.853175 1.350620 -1.749677 -0.1287 0.1164 -0.0446
H -4.055658 -1.382016 -1.447349 0.3773 0.0831 0.1111
H -2.145487 1.291163 -2.433372 -1.1946 0.4661 0.7450
H -2.429206 -1.520873 -2.262840 -0.6559 -0.1982 0.6640
H -2.492070 0.920074 1.819627 -0.9586 -1.0120 -0.8459
H -2.521871 2.346250 -0.999122 -0.3280 -0.5218 -0.5516
C -2.970307 -1.455498 -1.285149 0.9022 -0.0577 0.0053
H -4.156234 0.533322 1.153873 0.9670 -0.4125 -0.3182
H -2.730515 -2.366521 -0.684788 -0.2016 0.6564 -0.5238
H -3.060755 -0.810646 1.714317 -0.0798 0.5025 -0.4859
P 2.263003 0.052184 -0.482738 0.0172 -1.0690 0.4059
C 3.114980 0.195517 1.200584 -0.9243 0.8570 0.2035
C 2.983454 -1.452896 -1.283895 -0.6633 0.0312 -0.0345
H 2.128011 1.304746 -2.428980 1.2064 0.5329 0.5186
H 3.848559 1.391868 -1.755496 0.1303 0.1727 -0.2599
H 2.501470 2.363612 -0.991841 0.3891 -0.5757 -0.5701
C 2.792988 1.418575 -1.513315 -0.8571 0.8330 -0.0649
H 2.437239 -1.513945 -2.258149 0.6722 -0.2060 0.6863
H 4.069784 -1.384153 -1.441433 -0.3547 -0.0122 0.0813
H 4.180681 0.527951 1.152596 -0.8474 -0.3488 -0.2255
H 3.045958 -0.778559 1.727415 0.1035 0.5245 -0.4094
H 2.734787 -2.354805 -0.675527 0.2245 0.6255 -0.5131
H 2.520509 0.964789 1.798734 0.8585 -0.9484 -0.7196
Cl 0.004751 -0.325627 -3.797709 -0.3825 -1.6881 -5.1439
C 0.066728 0.253146 4.958180 -0.7376 -1.9624 4.6525
P 0.041285 -0.594939 3.486698 3.4225 3.8207 0.6958
C 1.493949 -1.774134 3.859395 2.2405 -0.0988 4.2309
C -1.466803 -1.722408 3.911208 -0.0278 -2.1141 3.1653
O 0.011473 -0.095853 2.027130 -0.1578 2.8133 2.4538
H -0.814714 0.822787 5.195822 -0.2299 0.4416 -0.0882
H 0.975980 0.773235 5.181974 0.4618 0.4717 -0.1830
H 0.046764 -0.718874 5.812054 0.1577 2.8303 -2.3284
H 1.072915 -2.329662 4.814634 1.3363 0.8772 -1.6662
H 1.854313 -2.598402 3.173400 0.0513 1.5390 0.9988
H 2.387149 -1.229362 4.142319 0.1830 0.4839 0.7366
H -2.345544 -1.137153 4.162539 -0.0830 0.7630 -0.6400
H -1.877966 -2.557831 3.237107 -0.8983 0.6021 1.1510
H -1.061128 -2.284971 4.858433 -1.0322 1.0471 -1.8056



No. 2
48
Properties=species:S:1:pos:R:3:forces:R:3 method="wB97M-V/def2-TZVPD" charge=+1 multiplicity=1 lumo_ev=-5.9622 gap_ev=4.962
N 2.019261 0.050294 2.772876 -0.1701 2.8508 -2.9966
P 1.362284 1.313759 1.936535 -1.1248 -5.0884 4.0079
O 1.225574 2.600460 3.124632 -0.6101 -2.0328 -2.3297
O -0.194951 0.806095 1.292563 3.3544 1.7825 0.4680
N 2.390421 1.716973 0.537447 1.5922 4.7874 0.8656
C 2.790163 3.167647 0.473330 1.6409 -0.5862 -0.5251
N 4.158129 3.456840 0.398449 -3.1915 -1.0116 -0.3139
N 1.862147 4.363395 0.431528 1.5263 -2.3233 1.0885
Cl 1.100703 4.539200 -1.126496 0.3924 -0.3658 0.6332
H 2.921922 -0.243826 2.326098 -1.0337 0.0862 0.7404
H 1.190860 2.214312 4.070412 0.1769 0.1782 -2.2165
H -0.056570 0.084890 0.596236 0.0565 1.2294 1.2252
H 3.276900 1.148986 0.675628 -1.4292 0.7230 -0.1606
H 4.516229 4.418223 0.615349 -0.7421 -1.1431 -0.7407
H 4.824838 2.715400 0.042278 -0.9921 1.2520 0.9909
H 1.155398 4.359989 1.199395 0.5135 -0.3120 -0.8457
C -1.511619 -1.428609 3.237024 -0.1564 -0.2230 0.1420
O -2.215230 -2.661330 3.348040 0.3288 0.1716 -0.4450
C -2.360958 -3.319017 2.085516 0.0515 -0.4274 0.5475
C -1.336846 -4.447107 1.922903 0.0336 0.4539 -0.3796
O -0.003629 -3.934013 1.848266 -0.2427 -0.0028 0.3969
C 0.693003 -4.061408 3.084346 0.1575 0.0072 -0.2346
H -1.207298 -1.116478 4.239590 -0.0939 -0.1042 -0.0737
H -0.614738 -1.521962 2.617421 -0.0549 -0.0622 0.0676
H -2.171224 -0.664515 2.816692 0.0324 0.1077 -0.0717
H -2.290334 -2.600269 1.260490 0.0948 -0.0636 0.0474
H -3.366902 -3.752980 2.066502 0.0778 0.0202 -0.0314
H -1.530663 -4.963969 0.976972 -0.0391 0.0143 0.0584
H -1.428246 -5.181936 2.732094 -0.0186 0.1760 -0.0277
H 1.003599 -5.100700 3.226210 -0.0036 -0.0010 0.1157
H 0.086741 -3.739528 3.931714 -0.0681 -0.0073 -0.0024
H 1.585555 -3.432168 3.039052 -0.1099 -0.0627 -0.0927
C 0.483843 0.614926 -2.772708 -0.2914 -0.2455 -0.0357
O -0.897161 0.642084 -2.427619 0.4224 0.2857 -0.1578
C -1.533362 1.859393 -2.829070 -0.5319 -0.4436 -0.0602
C -2.332462 1.670655 -4.122768 0.5025 0.3388 -0.1805
O -1.471700 1.395410 -5.231657 -0.1412 -0.2699 0.5288
C -1.438444 0.008903 -5.557102 0.0622 0.1410 -0.2675
H 0.838738 -0.415323 -2.684330 -0.1190 0.0823 0.0369
H 0.657568 0.953077 -3.798618 -0.0413 0.0145 0.0901
H 1.049546 1.241773 -2.077985 0.1619 0.1486 0.0140
H -0.799581 2.667479 -2.933077 -0.0146 -0.0999 -0.1238
H -2.225690 2.136880 -2.026391 0.0275 -0.0020 -0.0582
H -2.855488 2.605159 -4.352206 0.0061 -0.0450 0.0725
H -3.086942 0.882737 -4.008482 0.1561 0.0486 0.0777
H -2.356414 -0.267446 -6.084060 0.0193 -0.1116 0.0418
H -1.319325 -0.617192 -4.672225 -0.0419 0.0024 0.0703
H -0.587646 -0.165161 -6.220795 -0.1250 0.1324 0.0438



No. 3
43
Properties=species:S:1:pos:R:3:forces:R:3 method="wB97M-V/def2-TZVPD" charge=-1 de_lowest_kj_mol=306.1 multiplicity=1 lumo_ev=2.7935 gap_ev=7.583
I 0.041392 0.859235 -1.882942 -0.0735 0.1682 -0.2289
C -1.833481 -2.536031 -4.322961 -0.6641 0.3800 0.2143
O -1.338334 -2.445130 -3.008563 -0.0755 -0.5734 0.2695
H -1.483102 -1.663078 -4.879697 0.0015 -0.4468 -0.4864
H -1.593301 -3.514433 -4.746896 0.6370 0.2453 -0.0894
H -2.937065 -2.538911 -4.364273 0.0678 0.3270 0.2150
H -1.214775 -1.520002 -2.756795 0.0766 0.0985 -0.0768
C -0.306732 4.428646 -4.250870 -0.5448 0.0210 0.7055
O 0.162615 4.512438 -2.909483 0.2294 -0.5512 -0.2141
H 0.447525 4.737897 -4.976407 -0.0008 0.1686 0.0360
H -0.640945 3.426025 -4.504196 0.1198 -0.2332 -0.0268
H -1.207956 5.048066 -4.291311 0.1933 0.2064 -0.4302
H 0.241697 3.598870 -2.571541 0.0049 0.3117 -0.0034
C -0.482040 0.598718 -6.195084 0.5437 1.3107 0.3382
O -1.576135 0.892694 -5.332323 0.0153 -0.5170 -0.3598
H -0.352916 1.464526 -6.857849 0.1488 -0.1882 -0.2202
H 0.430592 0.524849 -5.597235 0.0615 -0.2278 -0.1177
H -0.565295 -0.290209 -6.817123 -0.5780 -0.1924 0.2834
H -1.183173 1.269026 -4.531547 -0.1689 -0.2886 0.2358
C -0.848932 -1.562929 5.535629 -0.6385 -0.1328 0.3945
O -0.969105 -1.622425 4.141557 0.7027 0.2464 0.3934
C -1.236194 -0.342463 3.643564 0.1960 0.5779 -1.4575
C -1.006853 -0.241917 2.138065 -0.6615 0.2010 -1.1162
N 0.259602 -0.689498 1.561361 0.1187 0.0097 0.8130
C 1.490992 0.035710 1.903451 -0.8212 0.3112 -0.6957
C 2.246399 -0.242988 3.224042 0.0483 0.6306 -2.4814
O 2.281995 -1.601258 3.537747 0.4654 0.3225 0.6641
C 3.091233 -1.831653 4.676936 -1.2643 0.1797 0.4727
H -1.808464 -1.251970 5.972544 -0.0737 -0.0513 0.1255
H -0.116142 -0.840073 5.903339 0.3139 0.0619 -0.2956
H -0.603972 -2.544702 5.934511 0.0622 -0.1069 -0.1817
H -0.606273 0.472160 4.025937 0.2387 -0.4224 0.7972
H -2.272935 -0.075483 3.875742 -0.1136 0.1499 -0.0688
H -1.201488 0.795294 1.800119 0.1053 0.2334 0.6861
H -1.780869 -0.750736 1.548141 0.0624 -0.4520 0.4589
H 0.108656 -0.502978 0.572574 0.3273 -0.3551 -0.1183
H 1.348222 1.131231 1.836890 -0.1426 0.0675 0.4153
H 2.124544 -0.115553 1.026251 0.2978 -0.4617 0.3030
H 1.901397 0.465230 3.982473 -0.2038 -0.5785 0.6308
H 3.236697 0.107583 2.892565 0.3270 -0.0138 0.6979
H 2.793644 -1.151393 5.486288 -0.0463 0.1263 0.0318
H 4.164492 -1.672485 4.555175 0.0860 -0.3236 -0.4697
H 2.794785 -2.819901 5.022193 0.6196 -0.2390 -0.0432



No. 4
38
Properties=species:S:1:pos:R:3:forces:R:3 method="wB97M-V/def2-TZVPD" multiplicity=1 lumo_ev=-2.6183 gap_ev=4.103
C 3.697257 -1.814084 1.377265 -0.2781 -0.0746 -0.3524
C 3.132541 -1.113372 0.143361 -0.0494 0.4989 0.9383
C 2.538536 0.235430 0.549381 0.4810 0.0675 -0.5007
C 1.981903 1.034956 -0.640501 -0.6528 0.5057 0.2545
C 2.243716 2.557666 -0.441276 0.3949 -0.7597 -0.2391
Nb -0.134531 0.508485 -1.241180 2.5446 0.6218 2.1763
C -0.957261 0.179220 0.856546 -0.9627 0.2995 -0.7046
C -0.657417 1.449335 1.676644 0.3450 -0.5256 -0.3535
C -2.450325 -0.079853 0.999004 0.5398 -0.6197 0.7625
C -2.944883 -1.342246 0.310880 -0.4138 -0.0466 -0.1697
H 2.946618 -1.888609 2.159266 -0.1714 -0.0835 0.1244
H 4.042233 -2.817541 1.142242 0.1841 -0.1062 0.0650
H 4.514741 -1.222214 1.775091 0.2627 -0.0276 0.1333
H 3.967348 -0.867754 -0.505919 0.0021 -0.2931 -0.5193
H 2.383591 -1.707783 -0.370009 0.0355 -0.1915 -0.2033
H 1.837651 0.124403 1.376256 -0.1937 -0.0731 0.0476
H 3.382451 0.809606 0.949407 0.0352 0.1278 0.2406
H 2.594903 0.758099 -1.501704 -0.1201 -0.2535 -0.3272
H 3.264723 2.755318 -0.770522 0.1801 0.2425 0.0178
H 1.570565 3.164156 -1.029387 -0.1040 0.3202 0.0941
H 2.213281 2.814706 0.613986 -0.3294 0.2015 0.1096
H -0.576325 2.299091 -1.265664 -0.3409 0.0500 -0.6164
H 0.207682 0.671780 -3.045997 -0.8046 -0.3240 -0.0856
H 0.249967 -1.273669 -1.463431 -0.2112 -0.3596 -0.6002
H -1.893354 0.203949 -1.791577 -0.5898 0.0678 -0.3955
H -0.390959 -0.656210 1.277311 0.1218 -0.2481 -0.0590
H -1.307829 2.241035 1.323863 0.0514 0.3683 0.0924
H 0.383598 1.750312 1.607505 0.0899 0.2988 -0.1044
H -0.846475 1.261033 2.735102 -0.1729 0.0240 0.1709
H -2.991459 0.803695 0.681308 -0.1106 0.1349 -0.3009
H -2.679561 -0.191715 2.066745 -0.1583 0.1141 0.1608
H -2.291952 -1.689415 -0.484265 0.1714 0.1743 -0.1356
H -3.082532 -2.176324 0.993158 -0.0484 -0.0674 0.2511
H -3.908578 -1.099600 -0.136226 -0.2361 -0.2893 -0.0229
O -4.876099 -1.404804 -2.324841 -0.1507 -0.0534 -0.3088
H -5.519734 -0.674557 -2.216259 0.2073 0.0519 0.0637
H -4.350941 -1.317362 -3.153693 0.3358 0.1638 0.2555
H -5.293092 -2.285164 -2.231869 0.1162 0.0635 0.0405